i | DFT (the ωB97M-V functional and the def2-TZVPD basis) results for C6H9N3 as an isolated structure.

Properties
- molecular weight (g/mol) = 123.16
- HOMO-LUMO gap (Eh) = 0.3481
- E_HOMO (eV) = -9.23

ORCA input file:
```
! wB97M-V def2-TZVPD RIJCOSX def2/J DEFGRID3
* xyz 0 1
C 0.562 0.320 -0.527
C -1.005 0.519 -0.663
C -1.042 0.146 0.683
C 0.411 0.400 0.971
C -1.146 -1.389 1.021
C 1.065 -0.938 -0.662
H 1.403 1.645 -2.101
H 1.420 2.245 -0.494
H -1.218 1.534 -1.019
H -1.682 0.063 -1.411
H -1.780 0.682 1.194
H 0.866 -0.381 1.718
H 0.212 1.294 1.539
H -1.957 -1.882 1.654
H 1.945 -1.115 -1.497
N 1.609 1.359 -0.980
N -0.364 -2.381 0.724
N 0.700 -2.119 -0.150
*
```

***

ii | DFT (the ωB97M-V functional and the def2-TZVPD basis) results for a 3-piece molecular cluster, C6H9N3 overall.

Properties
- molecular weight (g/mol) = 123.16
- SMILES string = CC#N.CC#N.CC#N
- HOMO-LUMO gap (Eh) = 0.4284
- E_HOMO (eV) = -11.51

ORCA input file:
```
! wB97M-V def2-TZVPD RIJCOSX def2/J DEFGRID3
* xyz 0 1
C -4.350 -1.932 -1.501
C -4.931 -0.707 -2.023
N -5.381 0.271 -2.407
H -5.003 -2.704 -1.111
H -3.728 -1.562 -0.676
H -3.693 -2.357 -2.260
C 4.460 1.362 1.353
C 5.158 1.556 2.634
N 5.701 1.673 3.634
H 5.156 0.954 0.623
H 4.135 2.320 0.954
H 3.641 0.679 1.554
C -0.653 0.238 -0.208
C 0.723 -0.190 0.012
N 1.797 -0.531 0.207
H -1.159 0.434 0.736
H -1.213 -0.594 -0.640
H -0.659 1.091 -0.880
*
```

***

iii | DFT (the ωB97M-V functional and the def2-TZVPD basis) results for a 2-piece molecular cluster, C6H9N3 overall.

Properties
- molecular weight (g/mol) = 123.16
- HOMO-LUMO gap (Eh) = 0.3299
- E_HOMO (eV) = -8.31

ORCA input file:
```
! wB97M-V def2-TZVPD RIJCOSX def2/J DEFGRID3
* xyz 0 1
C -0.292 2.101 0.532
C 0.836 1.394 0.776
C -0.392 0.474 -0.895
C -2.577 -1.113 -0.907
C 2.973 -0.781 0.066
C 1.617 -0.858 -0.148
N -1.009 1.559 -0.536
N -2.632 -1.315 0.347
N 0.693 0.235 -0.050
H -0.435 3.162 0.925
H 1.577 1.535 1.448
H -0.734 -0.178 -1.656
H -2.822 -0.089 -1.024
H 3.675 -1.572 -0.218
H 3.425 0.194 0.255
H -2.355 -2.356 0.681
H 1.177 -1.680 -0.709
H -2.727 -0.713 1.113
*
```

***

iv | DFT (the ωB97M-V functional and the def2-TZVPD basis) results for a 3-piece molecular cluster, C6H9N3 overall.

Properties
- molecular weight (g/mol) = 123.16
- SMILES string = CC#N.CC#N.CC#N
- HOMO-LUMO gap (Eh) = 0.4317
- E_HOMO (eV) = -11.64

ORCA input file:
```
! wB97M-V def2-TZVPD RIJCOSX def2/J DEFGRID3
* xyz 0 1
C 0.570 -0.355 -1.930
C 0.544 -0.405 -0.470
N 0.632 -0.412 0.672
H 1.525 0.063 -2.253
H -0.232 0.278 -2.296
H 0.477 -1.357 -2.339
C -0.055 3.472 -0.723
C -0.459 4.869 -0.854
N -0.781 5.962 -0.955
H 1.013 3.378 -0.909
H -0.602 2.877 -1.453
H -0.264 3.099 0.276
C -0.603 -3.467 1.776
C -0.039 -3.817 3.078
N 0.425 -4.105 4.080
H -1.491 -4.041 1.538
H 0.161 -3.639 1.012
H -0.822 -2.400 1.750
*
```

***

Unit: eV. Relative energies: i 5.063; ii 0.101; iii 3.151; iv 0.000.

***

i | DFT (the ωB97M-V functional and the def2-TZVPD basis) results for one molecule with the formula C6H9N3.

Properties
- molecular weight (g/mol) = 123.16
- SMILES string = C[C@@H]1N(C)c2nccn21
- HOMO-LUMO gap (Eh) = 0.3409
- E_HOMO (eV) = -8.36

ORCA input file:
```
! wB97M-V def2-TZVPD RIJCOSX def2/J DEFGRID3
* xyz 0 1
C 1.382 1.452 -0.773
C 0.776 0.480 0.231
N 0.683 -0.856 -0.411
C 1.293 -1.952 0.318
C -0.905 -0.656 -0.254
N -2.167 -0.934 -0.396
C -2.821 0.169 0.021
C -1.897 1.114 0.444
N -0.677 0.564 0.240
H 1.219 2.464 -0.458
H 0.847 1.161 -1.668
H 2.358 1.246 -1.055
H 1.430 0.283 1.189
H 1.134 -2.008 1.463
H 0.971 -2.878 -0.099
H 2.301 -1.905 0.212
H -3.974 0.157 -0.026
H -1.954 2.097 1.022
*
```

***

ii | DFT (the ωB97M-V functional and the def2-TZVPD basis) results for one molecule with the formula C6H9N3.

Properties
- molecular weight (g/mol) = 123.16
- SMILES string = C=Cc1nnn(C)c1C
- HOMO-LUMO gap (Eh) = 0.2977
- E_HOMO (eV) = -7.50

ORCA input file:
```
! wB97M-V def2-TZVPD RIJCOSX def2/J DEFGRID3
* xyz 0 1
C -1.802 2.194 2.645
C -0.900 1.479 1.918
C -1.016 0.930 0.634
N -1.878 1.146 -0.380
N -1.660 0.462 -1.432
N -0.534 -0.285 -1.371
C -0.350 -1.047 -2.523
C 0.127 -0.201 -0.246
C 1.394 -0.814 0.120
H -1.599 2.775 3.511
H -2.790 2.270 2.271
H -0.031 0.953 2.430
H 0.573 -0.886 -3.065
H -0.312 -2.081 -2.453
H -1.104 -0.930 -3.178
H 1.824 -1.477 -0.642
H 2.074 -0.111 0.332
H 1.223 -1.341 1.091
*
```

***

Unit: eV. Relative energies: i 0.000; ii 1.431.

***

i | DFT (the ωB97M-V functional and the def2-TZVPD basis) results for one molecule with the formula C4H7P.

Properties
- molecular weight (g/mol) = 86.07
- SMILES string = CC=C=CP
- HOMO-LUMO gap (Eh) = 0.3449
- E_HOMO (eV) = -8.51

ORCA input file:
```
! wB97M-V def2-TZVPD RIJCOSX def2/J DEFGRID3
* xyz 0 1
C -2.089 0.303 0.512
C -1.178 -0.186 -0.601
C 0.171 -0.362 -0.268
C 1.518 -0.589 0.330
P 2.879 0.576 0.089
H -2.033 1.356 0.447
H -1.799 0.014 1.444
H -3.186 0.063 0.423
H -1.402 -0.656 -1.606
H 1.649 -1.502 1.041
H 2.249 1.411 -0.809
H 3.220 -0.430 -1.001
*
```

***

ii | DFT (the ωB97M-V functional and the def2-TZVPD basis) results for one molecule with the formula C4H7P.

Properties
- molecular weight (g/mol) = 86.07
- SMILES string = CC1=C[C@@H]1P
- HOMO-LUMO gap (Eh) = 0.3242
- E_HOMO (eV) = -7.84

ORCA input file:
```
! wB97M-V def2-TZVPD RIJCOSX def2/J DEFGRID3
* xyz 0 1
C -1.976 0.360 -0.076
C -0.663 -0.241 -0.088
C 0.234 -1.093 0.465
C 0.681 -0.278 -0.673
P 2.196 1.144 -0.092
H -2.088 1.227 -0.741
H -2.266 0.894 0.888
H -2.680 -0.453 -0.132
H 0.544 -1.884 1.097
H 0.902 -0.505 -1.681
H 3.270 0.169 -0.224
H 1.846 0.662 1.257
*
```

***

Unit: eV. Relative energies: i 0.108; ii 0.000.

***

i | DFT (the ωB97M-V functional and the def2-TZVPD basis) results for one molecule with the formula C5H12N4.

Properties
- molecular weight (g/mol) = 128.18
- SMILES string = C=C(N)/N=C(/N)N(C)C
- HOMO-LUMO gap (Eh) = 0.2955
- E_HOMO (eV) = -7.36

ORCA input file:
```
! wB97M-V def2-TZVPD RIJCOSX def2/J DEFGRID3
* xyz 0 1
C 2.458 1.586 0.909
C 1.476 1.250 0.063
N 1.792 0.712 -1.165
N 0.195 1.518 0.466
C -0.737 0.638 0.272
N -1.998 0.975 0.658
N -0.620 -0.651 -0.207
C -0.177 -1.654 0.764
C -1.545 -1.174 -1.204
H 3.502 1.445 0.662
H 2.223 2.033 1.870
H 1.017 0.112 -1.445
H 2.671 0.210 -1.151
H -2.718 0.746 -0.008
H -2.019 1.964 0.890
H -1.033 -2.054 1.319
H 0.530 -1.233 1.487
H 0.326 -2.481 0.252
H -2.497 -1.467 -0.752
H -1.736 -0.424 -1.979
H -1.112 -2.050 -1.700
*
```

***

ii | DFT (the ωB97M-V functional and the def2-TZVPD basis) results for a 2-piece molecular cluster, C5H12N4 overall.

Properties
- molecular weight (g/mol) = 128.18
- SMILES string = [H]/N=C(/N)C(=C)NN.C=C
- HOMO-LUMO gap (Eh) = 0.3460
- E_HOMO (eV) = -8.49

ORCA input file:
```
! wB97M-V def2-TZVPD RIJCOSX def2/J DEFGRID3
* xyz 0 1
H 0.331 0.611 -2.636
N 1.061 0.938 -2.007
C 1.152 0.293 -0.913
N 2.201 0.567 -0.084
C 0.250 -0.799 -0.463
C 0.703 -1.838 0.247
N -1.068 -0.649 -0.836
N -2.007 -1.684 -0.823
H 2.735 1.382 -0.336
H 2.084 0.384 0.897
H 1.745 -1.918 0.495
H 0.075 -2.659 0.546
H -1.297 0.096 -1.474
H -1.629 -2.519 -1.276
H -2.231 -1.928 0.139
C -0.543 2.125 1.024
C -0.823 1.110 1.815
H 0.320 2.752 1.178
H -1.165 2.385 0.184
H -0.201 0.855 2.659
H -1.693 0.495 1.665
*
```

***

Unit: eV. Relative energies: i 0.000; ii 1.084.